DFT (ωB97M-V with the def2-TZVPD basis set) results for a molecular structure, C31H28N8O5V.

Cartesian coordinates (Å):
1 V -0.95184 0.36417 0.47161
2 O -2.99911 1.39770 -3.28588
3 C -4.16458 1.85813 -2.75404
4 C -5.19505 2.26464 -3.59858
5 C -6.38321 2.74573 -3.08681
6 C -6.56756 2.83511 -1.71143
7 C -5.54907 2.43900 -0.87289
8 C -4.33384 1.94475 -1.36662
9 C -3.30664 1.54436 -0.39649
10 O -2.24032 0.92467 -0.82564
11 N -3.45092 1.87668 0.86661
12 N -2.32596 1.48786 1.52278
13 C -2.15907 1.71770 2.76717
14 C -0.84969 1.33730 3.29293
15 C -0.49696 1.49533 4.62233
16 C 0.77875 1.12590 5.02277
17 C 1.65657 0.60381 4.08767
18 C 1.22988 0.46759 2.77697
19 N 0.01161 0.83540 2.38051
20 H -3.07344 1.44080 -4.24628
21 H -5.05149 2.19814 -4.67152
22 H -7.16985 3.05251 -3.76339
23 H -7.49553 3.20769 -1.30201
24 H -5.67166 2.49843 0.19899
25 H -2.91570 2.19942 3.37546
26 H -1.21227 1.90079 5.32409
27 H 1.07931 1.24251 6.05522
28 H 2.65597 0.29713 4.36024
29 H 1.86306 0.03344 2.01278
30 C -3.34517 -3.82127 3.52334
31 N -2.32165 -3.21429 2.67380
32 C -1.16297 -3.84940 2.39050
33 C -0.17973 -3.29544 1.63561
34 C -0.45743 -2.00396 1.12491
35 O 0.32901 -1.27454 0.41498
36 N -1.62416 -1.39287 1.38337
37 C -2.57704 -1.90514 2.22158
38 O -3.57451 -1.31544 2.57043
39 H -3.09606 -4.86785 3.67564
40 H -4.31306 -3.73728 3.03725
41 H -3.39432 -3.30643 4.48087
42 H -1.06441 -4.83959 2.81557
43 H 0.74256 -3.80975 1.42083
44 C 2.86279 -3.99776 -1.61894
45 C 3.58467 -2.68068 -1.68769
46 C 4.16944 -2.23317 -2.86647
47 C 4.81468 -1.00728 -2.93007
48 C 4.90783 -0.20483 -1.80034
49 N 5.54107 1.05975 -1.92108
50 C 5.30222 2.19622 -1.18667
51 O 6.15182 3.02630 -0.95975
52 N 4.00367 2.35772 -0.70569
53 C 2.81002 1.89884 -1.26704
54 C 2.65122 1.58135 -2.61343
55 C 1.41939 1.13522 -3.05242
56 C 0.37133 1.01175 -2.15889
57 N 0.52583 1.30720 -0.86219
58 C 1.71345 1.73647 -0.43320
59 C 4.37230 -0.66277 -0.60103
60 C 3.70571 -1.87517 -0.55939
61 H 2.65517 -4.38747 -2.61437
62 H 1.91218 -3.89480 -1.09235
63 H 3.45764 -4.74416 -1.08859
64 H 4.10482 -2.84266 -3.75975
65 H 5.23533 -0.66278 -3.86733
66 H 6.44535 1.08109 -2.36838
67 H 3.94099 3.11770 -0.04551
68 H 3.47723 1.69186 -3.30297
69 H 1.26376 0.88889 -4.09301
70 H -0.61760 0.69712 -2.46597
71 H 1.79833 1.97271 0.62047
72 H 4.47665 -0.06984 0.29835
73 H 3.27025 -2.20022 0.37847

Summary:
- Orbital gap (alpha / beta): 7.27 / 7.04 eV
- Calculated total energy: -2956.36878 Eh
- Energy relative to the best compared isomer or geometry (same formula, charge and spin): 4.6 kcal/mol
- Total charge: +1
- LUMO (alpha / beta): -3.526 / -3.756 eV
- Spin multiplicity: 3

Atom-resolved charges from Löwdin, all expressed in e: atom 1 (V): 1.092, atom 2 (O): 0.061, atom 3 (C): -0.240, atom 4 (C): -0.015, atom 5 (C): -0.059, atom 6 (C): -0.070, atom 7 (C): -0.014, atom 8 (C): -0.072, atom 9 (C): -0.352, atom 10 (O): -0.136, atom 11 (N): 0.118, atom 12 (N): -0.081, atom 13 (C): -0.019, atom 14 (C): -0.222, atom 15 (C): 0.014, atom 16 (C): -0.022, atom 17 (C): -0.021, atom 18 (C): -0.099, atom 19 (N): 0.040, atom 20 (H): 0.115, atom 21 (H): 0.119, atom 22 (H): 0.113, atom 23 (H): 0.108, atom 24 (H): 0.113, atom 25 (H): 0.147, atom 26 (H): 0.127, atom 27 (H): 0.122, atom 28 (H): 0.118, atom 29 (H): 0.113, atom 30 (C): 0.003, atom 31 (N): -0.037, atom 32 (C): -0.023, atom 33 (C): 0.028, atom 34 (C): -0.472, atom 35 (O): -0.105, atom 36 (N): 0.097, atom 37 (C): -0.481, atom 38 (O): 0.089, atom 39 (H): 0.093, atom 40 (H): 0.101, atom 41 (H): 0.102, atom 42 (H): 0.139, atom 43 (H): 0.112, atom 44 (C): -0.041, atom 45 (C): -0.271, atom 46 (C): -0.032, atom 47 (C): -0.023, atom 48 (C): -0.268, atom 49 (N): 0.134, atom 50 (C): -0.532, atom 51 (O): 0.092, atom 52 (N): 0.138, atom 53 (C): -0.217, atom 54 (C): 0.025, atom 55 (C): -0.006, atom 56 (C): -0.095, atom 57 (N): -0.010, atom 58 (C): -0.053, atom 59 (C): -0.024, atom 60 (C): -0.036, atom 61 (H): 0.079, atom 62 (H): 0.067, atom 63 (H): 0.088, atom 64 (H): 0.116, atom 65 (H): 0.119, atom 66 (H): 0.160, atom 67 (H): 0.157, atom 68 (H): 0.129, atom 69 (H): 0.120, atom 70 (H): 0.103, atom 71 (H): 0.114, atom 72 (H): 0.117, atom 73 (H): 0.109